Record 1
An isolated ion of composition C3H8N3S and charge +1. Source: the OMol25 dataset; level of theory: ωB97M-V with the def2-TZVPD basis set.

```
! wB97M-V def2-TZVPD RIJCOSX def2/J DEFGRID3
* xyz 1 1
C -1.08 -1.32 1.07
N -0.51 -0.23 0.32
N -1.41 0.75 -0.01
C -0.96 1.95 -0.12
S 0.80 2.23 0.21
C 0.81 0.10 0.21
N 1.40 -0.21 -1.18
H -1.40 -2.11 0.36
H -0.14 -1.59 1.69
H -1.84 -0.85 1.70
H -1.58 2.66 -0.46
H 1.44 -0.32 1.03
H 1.88 -1.11 -1.30
H 2.01 0.45 -1.61
H 0.58 -0.39 -1.90
*
```

Summary:
orbital gap = 0.3229 Ha
relative energy (zero: lowest compared OMol25 entry of this formula, charge and spin) = 61.40 kcal/mol
SMILES = CN1N=CS[C@@H]1[NH3+]
calculated total energy = -18536.8430 eV

---

Record 2
A 2-piece molecular cluster, C3H8N3S overall. Source: the OMol25 dataset; level of theory: ωB97M-V with the def2-TZVPD basis set.

```
! wB97M-V def2-TZVPD RIJCOSX def2/J DEFGRID3
* xyz 1 1
C -1.45 0.44 -1.55
C -2.35 -0.02 -2.45
C 0.35 -0.15 2.31
N -0.60 0.84 -0.67
N 1.52 -0.60 0.32
N 1.41 -0.41 1.70
S -2.14 -0.39 -4.15
H 0.72 -0.17 -0.20
H -3.31 -0.27 -2.16
H 0.32 -0.21 3.43
H -0.76 1.84 -0.40
H -0.50 0.00 1.81
H 2.39 -0.23 0.00
H 2.25 -0.43 2.18
H -1.18 0.65 -4.45
*
```

Summary:
orbital gap = 0.2684 Ha
relative energy (zero: lowest compared OMol25 entry of this formula, charge and spin) = 84.58 kcal/mol
calculated total energy = -18535.8381 eV

---

Record 3
C3H8N3S as an isolated structure. Source: the OMol25 dataset; level of theory: ωB97M-V with the def2-TZVPD basis set.

```
! wB97M-V def2-TZVPD RIJCOSX def2/J DEFGRID3
* xyz 1 3
C -1.51 -0.21 -0.22
C 1.30 0.78 0.93
C -1.83 0.92 0.41
N -0.34 -0.71 -0.58
N -2.38 2.07 0.35
N 2.08 -1.96 -0.80
S 1.07 0.07 -0.50
H -2.40 -1.05 -0.34
H 2.29 1.21 0.92
H 0.57 0.76 1.72
H -2.59 2.52 1.20
H -2.66 2.42 -0.68
H 1.17 -2.33 -1.02
H 2.49 -2.47 0.08
H 2.75 -2.01 -1.47
*
```

Summary:
orbital gap (spin up / spin down) = 0.2279 / 0.2706 Ha
relative energy (zero: lowest compared OMol25 entry of this formula, charge and spin) = 73.16 kcal/mol
⟨S²⟩ = 2.0244
calculated total energy = -18532.6658 eV

---

Record 4
An isolated ion of composition C3H8N3S2 and charge +1. Source: the OMol25 dataset; level of theory: ωB97M-V with the def2-TZVPD basis set.

```
! wB97M-V def2-TZVPD RIJCOSX def2/J DEFGRID3
* xyz 1 1
N -1.46 0.33 0.65
C -0.19 0.08 0.04
S 0.96 -0.74 1.37
N 0.04 -0.33 2.83
N -0.05 -1.20 -1.15
C 0.45 -0.74 -2.16
C 1.01 0.63 -2.34
S 0.68 1.52 -0.78
H -2.01 -0.50 0.63
H -1.99 0.96 0.05
H -0.24 -1.12 3.52
H 0.49 0.50 3.30
H -0.91 -0.02 2.48
H 0.69 -1.41 -2.97
H 2.08 0.72 -2.43
H 0.46 1.31 -3.05
*
```

Summary:
orbital gap = 0.3261 Ha
relative energy (zero: lowest compared OMol25 entry of this formula, charge and spin) = 51.67 kcal/mol
SMILES = N[C@@]1(S[NH3+])N=CCS1
calculated total energy = -29372.8320 eV

---

Record 5
One molecule with the formula C3H8N4. Source: the OMol25 dataset; level of theory: ωB97M-V with the def2-TZVPD basis set.

```
! wB97M-V def2-TZVPD RIJCOSX def2/J DEFGRID3
* xyz 0 1
C -1.62 0.29 0.22
C -0.97 -1.11 -0.30
C -0.78 1.42 -0.11
N 3.21 0.70 0.14
N 2.43 -0.30 -0.02
N 0.30 -1.32 0.22
N 1.15 -0.26 -0.14
H -2.54 0.23 -0.40
H -1.76 0.07 1.21
H -1.72 -1.94 -0.08
H -0.87 -0.82 -1.41
H -0.74 1.71 -1.03
H -0.47 2.15 0.66
H 4.16 0.58 -0.26
H 0.22 -1.40 1.30
*
```

Summary:
orbital gap (spin up / spin down) = 0.3069 / 0.2608 Ha
relative energy (zero: lowest compared OMol25 entry of this formula, charge and spin) = 167.97 kcal/mol
calculated total energy = -9194.3494 eV

---

Record 6
One molecule with the formula C3H8N4. Source: the OMol25 dataset; level of theory: ωB97M-V with the def2-TZVPD basis set.

```
! wB97M-V def2-TZVPD RIJCOSX def2/J DEFGRID3
* xyz 0 1
H -1.20 1.63 -1.21
N -1.47 0.66 -1.40
C -0.65 -0.15 -0.87
C -0.73 -1.63 -1.09
N 0.97 0.30 -0.74
C 0.98 0.40 0.52
N -0.35 0.31 1.10
N 1.92 0.93 1.36
H -1.75 -1.98 -0.92
H -0.43 -1.86 -2.11
H -0.05 -2.16 -0.41
H -0.94 -0.47 1.39
H -0.68 1.14 1.58
H 1.62 1.69 1.96
H 2.76 1.19 0.85
*
```

Summary:
orbital gap = 0.3381 Ha
relative energy (zero: lowest compared OMol25 entry of this formula, charge and spin) = 68.78 kcal/mol
SMILES = [H]/N=C(/C)N=C(N)N
calculated total energy = -9198.6509 eV

---

Record 7
A 2-piece molecular cluster, C3H8N4 overall. Source: the OMol25 dataset; level of theory: ωB97M-V with the def2-TZVPD basis set.

```
! wB97M-V def2-TZVPD RIJCOSX def2/J DEFGRID3
* xyz 0 1
C 2.01 0.38 0.00
C 1.74 -0.91 0.08
C -0.35 -2.07 -0.74
N 0.79 1.01 -0.19
N 0.38 -1.08 -0.27
N -0.22 0.08 -0.31
N -2.15 1.65 0.57
H 2.89 0.98 0.01
H 2.32 -1.84 0.36
H -1.37 2.14 0.98
H -1.38 -1.79 -1.03
H -0.08 -3.11 -0.43
H 0.81 1.90 -0.64
H -3.16 2.02 0.88
H -2.23 0.63 0.72
*
```

Summary:
orbital gap = 0.2735 Ha
relative energy (zero: lowest compared OMol25 entry of this formula, charge and spin) = 113.35 kcal/mol
calculated total energy = -9196.7182 eV

---

Record 8
One molecule with the formula C3H8N4. Source: the OMol25 dataset; level of theory: ωB97M-V with the def2-TZVPD basis set.

```
! wB97M-V def2-TZVPD RIJCOSX def2/J DEFGRID3
* xyz 0 1
C 1.46 0.94 0.79
C 0.48 -0.05 0.86
C -1.17 -1.46 0.16
N 1.75 1.34 -0.50
N -0.30 -0.35 -0.17
N 0.86 1.04 -1.50
N -0.33 1.64 -1.47
H 1.94 1.50 1.69
H 0.34 -0.50 1.82
H -0.79 -2.46 -0.21
H -1.38 -1.57 1.18
H -2.13 -1.41 -0.32
H 2.73 1.74 -0.79
H -1.04 1.16 -2.06
H -0.82 2.11 -0.62
*
```

Summary:
orbital gap (spin up / spin down) = 0.2772 / 0.2873 Ha
relative energy (zero: lowest compared OMol25 entry of this formula, charge and spin) = 137.51 kcal/mol
calculated total energy = -9195.6706 eV

---

Record 9
A 4-piece molecular cluster, C3H8N4 overall. Source: the OMol25 dataset; level of theory: ωB97M-V with the def2-TZVPD basis set.

```
! wB97M-V def2-TZVPD RIJCOSX def2/J DEFGRID3
* xyz 2 3
C 6.23 -1.82 -4.32
C -2.60 1.16 4.36
C -4.55 2.33 3.50
N -1.95 0.27 3.99
N 5.48 -2.44 -5.02
N -3.64 1.89 4.49
N 4.85 -2.99 -5.79
H 6.48 -0.96 -3.79
H -4.40 1.69 2.67
H -4.60 3.40 3.29
H -5.54 2.04 3.83
H -1.14 -0.28 3.76
H -3.98 2.16 5.43
H 4.58 -3.27 -8.62
H 4.77 -3.17 -7.77
*
```

Summary:
orbital gap (spin up / spin down) = 0.3778 / 0.2489 Ha
relative energy (zero: lowest compared OMol25 entry of this formula, charge and spin) = 22.59 kcal/mol
⟨S²⟩ = 2.0545
calculated total energy = -9176.5401 eV

---

Record 10
C3H8N4O as an isolated structure. Source: the OMol25 dataset; level of theory: ωB97M-V with the def2-TZVPD basis set.

```
! wB97M-V def2-TZVPD RIJCOSX def2/J DEFGRID3
* xyz 0 1
C -1.30 1.16 0.05
N -0.55 -0.09 0.12
C 1.02 -0.09 0.24
C 0.15 -0.84 -1.27
N 1.42 -1.17 1.06
O -1.19 -0.96 1.03
N 1.73 0.97 0.19
N -0.30 -0.67 -2.40
H -0.42 -1.34 1.53
H 1.62 -2.00 0.52
H 2.22 -0.90 1.62
H 1.28 1.77 -0.23
H -1.20 -0.21 -2.53
H -2.33 0.92 -0.21
H -1.27 1.67 1.01
H -0.87 1.78 -0.73
*
```

Summary:
orbital gap = 0.3318 Ha
relative energy (zero: lowest compared OMol25 entry of this formula, charge and spin) = 144.39 kcal/mol
calculated total energy = -11243.3625 eV

---

Record 11
One molecule with the formula C3H8N4O. Source: the OMol25 dataset; level of theory: ωB97M-V with the def2-TZVPD basis set.

```
! wB97M-V def2-TZVPD RIJCOSX def2/J DEFGRID3
* xyz 0 1
N -0.91 1.20 -0.84
C -0.47 -0.13 -0.42
C 0.79 -0.17 0.27
N -1.14 -1.29 -0.87
N 1.87 0.58 -0.19
N 1.11 -1.37 0.87
C -1.45 1.13 0.46
O -2.54 0.92 0.93
H -0.21 1.90 -1.05
H -1.96 -1.50 -0.31
H -1.51 -1.14 -1.81
H 0.36 -2.04 0.91
H 2.77 0.33 0.20
H 1.69 1.57 -0.19
H 2.08 -1.64 0.94
H -0.49 1.63 1.11
*
```

Summary:
orbital gap = 0.2914 Ha
relative energy (zero: lowest compared OMol25 entry of this formula, charge and spin) = 90.61 kcal/mol
calculated total energy = -11245.6944 eV

---

Record 12
One molecule with the formula C3H8N4O. Source: the OMol25 dataset; level of theory: ωB97M-V with the def2-TZVPD basis set.

```
! wB97M-V def2-TZVPD RIJCOSX def2/J DEFGRID3
* xyz 0 1
C 1.98 0.92 0.34
N 2.22 -0.52 0.41
C 1.30 -1.26 -0.12
N 0.24 -0.60 -0.67
O -0.90 -1.41 -0.49
C -1.95 -1.02 0.65
N -2.33 0.17 0.63
N -1.74 1.02 -0.36
H 0.82 1.01 0.50
H 2.65 1.60 0.87
H 2.10 1.41 -0.73
H 1.24 -2.26 0.21
H 0.30 0.50 -0.83
H -1.99 -1.76 1.43
H -1.32 0.46 -1.20
H -2.63 1.73 -0.63
*
```

Summary:
orbital gap = 0.3501 Ha
relative energy (zero: lowest compared OMol25 entry of this formula, charge and spin) = 177.37 kcal/mol
SMILES = C/N=C\NO/C=N\N
calculated total energy = -11241.9322 eV